Arrangement A

# C33H25Br4FN5O8W

C33H25Br4FN5O8W as an isolated structure (ωB97M-V/def2-TZVPD, OMol25).

```
77
Properties=species:S:1:pos:R:3
W -0.21 0.03 -0.20
C -1.30 2.88 -3.56
C 0.02 3.01 -2.80
C 1.12 2.15 -3.36
C 1.52 2.31 -4.69
C 2.55 1.58 -5.23
C 3.20 0.63 -4.45
C 2.82 0.42 -3.13
C 3.55 -0.63 -2.32
C 4.91 -0.15 -1.81
C 1.79 1.20 -2.59
N 1.49 1.04 -1.20
C 2.29 1.61 -0.36
C 2.18 1.30 1.01
C 2.88 1.70 2.15
C 2.33 0.97 3.21
C 1.33 0.17 2.67
N 1.24 0.35 1.34
H -2.08 3.49 -3.09
H -1.64 1.84 -3.55
H -1.20 3.20 -4.60
H -0.14 2.77 -1.75
H 0.35 4.06 -2.83
H 1.01 3.05 -5.30
H 2.85 1.74 -6.26
H 4.00 0.03 -4.88
H 3.70 -1.51 -2.94
H 2.93 -0.93 -1.47
H 5.53 0.19 -2.64
H 5.43 -0.95 -1.29
H 4.80 0.69 -1.11
H 3.07 2.29 -0.71
H 3.68 2.43 2.20
H 2.61 1.01 4.25
H 0.66 -0.51 3.19
O -2.63 -1.70 2.76
C -1.82 -1.43 1.88
O -1.70 -0.33 1.22
C -0.78 -2.46 1.49
C -0.76 -3.75 2.00
C 0.22 -4.61 1.57
C 1.16 -4.17 0.64
C 1.06 -2.88 0.17
N 0.10 -2.05 0.58
H -1.52 -4.02 2.71
H 0.27 -5.63 1.94
H 1.96 -4.81 0.29
H 1.75 -2.48 -0.56
Br -6.24 3.37 -1.14
C -4.47 2.96 -0.62
C -3.84 3.68 0.39
Br -4.73 5.09 1.27
C -2.52 3.36 0.76
Br -1.58 4.28 2.11
C -1.85 2.34 0.11
O -0.61 1.95 0.38
C -2.49 1.60 -0.90
O -1.76 0.63 -1.43
C -3.79 1.91 -1.26
Br -4.56 0.88 -2.64
F 3.31 -4.22 -3.54
C 2.39 -3.44 -4.14
C 1.15 -3.34 -3.67
N 0.20 -2.55 -4.27
C -1.11 -2.45 -3.64
C -1.05 -1.95 -2.20
O -1.93 -2.29 -1.43
O -0.03 -1.18 -1.93
C 0.50 -1.75 -5.36
O -0.28 -1.00 -5.89
N 1.79 -1.93 -5.84
C 2.82 -2.68 -5.30
O 3.94 -2.68 -5.78
H 0.83 -3.88 -2.79
H -1.60 -3.42 -3.64
H -1.71 -1.74 -4.22
H 2.03 -1.31 -6.60
```

Properties
orbital gap (alpha / beta) = 6.662 / 6.996 eV
2S+1 = 3
⟨S²⟩ = 2.02
LUMO level (alpha / beta) = 2.090 / 1.844 eV
charge = -1

Arrangement B

# C33H25Br4FN5O8W

C33H25Br4FN5O8W as an isolated structure (ωB97M-V/def2-TZVPD, OMol25).

```
77
Properties=species:S:1:pos:R:3
W -1.37 -0.15 0.58
C 1.87 -0.50 -2.34
C 1.14 0.84 -2.40
C 1.57 1.80 -1.32
C 2.87 2.31 -1.35
C 3.31 3.21 -0.40
C 2.45 3.62 0.61
C 1.15 3.14 0.69
C 0.25 3.65 1.78
C -0.29 5.05 1.49
C 0.72 2.22 -0.29
N -0.64 1.75 -0.19
C -1.57 2.56 -0.64
C -2.89 2.29 -0.23
C -4.14 2.89 -0.37
C -5.00 2.17 0.46
C -4.25 1.16 1.06
N -2.97 1.24 0.66
H 1.54 -1.15 -3.16
H 1.65 -1.00 -1.40
H 2.95 -0.37 -2.43
H 0.07 0.67 -2.35
H 1.33 1.31 -3.37
H 3.53 2.00 -2.15
H 4.33 3.60 -0.44
H 2.79 4.33 1.36
H 0.82 3.66 2.71
H -0.57 2.96 1.95
H 0.52 5.76 1.33
H -0.90 5.41 2.32
H -0.92 5.06 0.60
H -1.31 3.42 -1.23
H -4.37 3.75 -0.99
H -6.05 2.35 0.62
H -4.57 0.38 1.73
O -1.26 -2.16 4.18
C -1.30 -1.83 3.03
O -1.70 -0.70 2.55
C -0.84 -2.82 1.97
C -0.46 -4.11 2.27
C -0.06 -4.94 1.23
C -0.03 -4.44 -0.06
C -0.41 -3.13 -0.28
N -0.81 -2.36 0.72
H -0.49 -4.44 3.30
H 0.25 -5.96 1.43
H 0.29 -5.05 -0.89
H -0.39 -2.68 -1.26
Br -6.30 -3.77 -2.94
C -4.80 -2.70 -2.53
C -4.00 -2.18 -3.53
Br -4.38 -2.53 -5.35
C -2.89 -1.39 -3.20
Br -1.73 -0.67 -4.50
C -2.58 -1.13 -1.88
O -1.54 -0.42 -1.49
C -3.41 -1.63 -0.85
O -3.08 -1.31 0.38
C -4.51 -2.42 -1.18
Br -5.54 -3.08 0.25
F 5.75 1.15 -0.38
C 5.04 0.08 0.00
C 4.18 0.15 1.02
N 3.45 -0.94 1.43
C 2.43 -0.74 2.46
C 1.24 0.02 1.90
O 0.72 0.90 2.57
O 0.80 -0.40 0.76
C 3.51 -2.15 0.77
O 2.88 -3.13 1.09
N 4.41 -2.17 -0.28
C 5.21 -1.14 -0.76
O 5.95 -1.29 -1.71
H 4.00 1.08 1.55
H 2.84 -0.21 3.31
H 2.09 -1.73 2.77
H 4.46 -3.05 -0.77
```

Properties
orbital gap (alpha / beta) = 6.727 / 7.395 eV
2S+1 = 3
⟨S²⟩ = 2.02
LUMO level (alpha / beta) = 2.258 / 2.148 eV
charge = -1

What are the relative energies? In eV: arrangement A 0.000; arrangement B 0.444.

Arrangement A

# C5H11NO

An isolated ion of composition C5H11NO and charge -1 (ωB97M-V/def2-TZVPD, OMol25).

```
18
Properties=species:S:1:pos:R:3
O 1.73 1.21 1.19
C 1.62 1.18 -0.09
C 0.34 1.23 -0.88
C -0.10 -0.15 -1.46
C -0.13 -1.29 -0.37
C -0.80 -0.87 0.94
N -2.32 -1.03 0.75
H 2.51 0.91 -0.68
H -0.52 1.70 -0.40
H 0.70 1.76 -1.77
H 0.46 -0.50 -2.32
H -1.16 -0.08 -1.78
H 0.89 -1.64 -0.23
H -0.77 -2.09 -0.74
H -0.60 0.18 1.11
H -0.55 -1.41 1.85
H -2.61 -0.10 0.50
H -2.75 -1.24 1.63
```

Properties
orbital gap (alpha / beta) = 3.636 / 7.157 eV
2S+1 = 2
⟨S²⟩ = 0.75
LUMO level (alpha / beta) = 4.171 / 4.098 eV
charge = -1

Arrangement B

# C5H11NO

A 2-piece molecular cluster, C5H11NO overall (ωB97M-V/def2-TZVPD, OMol25).

```
18
Properties=species:S:1:pos:R:3
C 0.98 1.63 -0.59
N 0.27 0.60 0.12
C -0.59 -0.25 -0.66
C -0.48 -1.69 -0.74
C -1.79 -0.72 0.07
C -2.35 0.22 1.08
H 0.24 2.30 -1.06
H 1.64 2.23 0.14
H 1.70 1.20 -1.31
H -0.28 0.88 0.95
H -0.92 0.32 -1.49
H 0.32 -2.22 -1.34
H -2.65 -1.15 -0.47
H -3.21 0.88 0.74
H -2.29 -0.03 2.14
H 1.97 -0.32 0.44
H 3.24 -1.19 0.67
O 2.97 -0.27 0.60
```

Properties
orbital gap (alpha / beta) = 5.306 / 5.290 eV
2S+1 = 2
⟨S²⟩ = 0.80
LUMO level (alpha / beta) = 3.932 / 3.873 eV
charge = -1

What are the relative energies? In eV: arrangement A 0.000; arrangement B 5.616.